# C45H39BN5O8S2Sb2Y

C45H39BN5O8S2Sb2Y as an isolated structure (ωB97M-V/def2-TZVPD, the OMol25 dataset).

Summary:
E_LUMO	-0.5287	eV
HOMO-LUMO gap	7.03	eV
HOMO	-7.56	eV
max |F|	0.72	eV Å⁻¹
ΔE to the lowest compared entry with this formula, charge and spin	0.4	kcal/mol

XYZ file:
```
103
Properties=species:S:1:pos:R:3:lowdin_charge:R:1
C -3.04 -1.99 -0.77 -0.132
H -0.91 -6.75 3.34 0.101
C -3.78 2.51 -1.23 -0.386
C -4.23 -0.63 -2.35 -0.116
H 5.53 2.90 -3.25 0.114
C -0.23 -3.90 1.65 -0.132
C 2.67 -0.75 5.30 -0.082
H -4.84 0.63 1.18 0.047
H 0.16 -3.57 0.69 0.093
H -1.40 -2.69 4.59 0.093
N 2.61 2.56 -1.68 0.045
C 2.48 1.47 4.40 -0.082
C -3.44 -0.25 2.55 -0.376
H 6.07 1.65 2.39 0.116
C 5.71 -1.67 3.09 -0.095
C 1.69 3.79 0.12 -0.298
O 2.22 -2.87 -2.31 -0.261
H 6.21 -2.47 3.62 0.098
C 3.08 0.57 5.28 -0.085
H 1.37 -2.23 4.45 0.092
C 4.52 -1.95 2.41 0.003
N 4.92 4.09 -1.68 0.104
H 7.18 -0.22 3.62 0.096
C 1.06 -0.30 3.55 -0.369
H -5.32 -1.69 -3.86 0.102
H 1.56 -3.67 -4.30 0.109
C 0.06 -0.68 -4.76 -0.203
H 0.71 -4.02 -6.60 0.109
S -0.40 0.91 -4.05 0.489
H -3.84 1.81 2.01 0.053
H 3.88 0.91 5.93 0.103
C -1.10 -3.41 3.83 -0.135
C -0.41 -0.88 -6.04 -0.051
H -0.97 -0.08 -6.52 0.109
C -1.21 -4.76 4.10 -0.089
H -3.30 4.97 -3.53 0.106
H -0.03 -5.98 1.16 0.104
Sb -2.62 0.99 -0.27 1.448
O 2.33 -0.42 -2.44 -0.397
H -0.56 -2.20 -7.72 0.109
H -5.68 2.02 -0.35 0.090
H -1.59 -5.10 5.05 0.101
C -4.69 -1.77 -2.99 -0.083
C 0.52 -3.08 -6.09 -0.057
C -4.32 -3.03 -2.51 -0.089
C -5.15 2.67 -1.03 -0.129
H 3.43 1.51 -3.24 0.109
C -5.18 4.49 -2.61 -0.088
C 1.67 -1.19 4.44 -0.112
H -5.73 5.26 -3.14 0.102
H 1.05 1.73 2.83 0.076
C 2.79 3.56 -0.81 -0.195
O 3.67 1.20 1.01 0.082
C -0.33 -5.26 1.91 -0.084
H -2.05 -0.54 4.19 0.043
C -3.12 3.35 -2.13 -0.136
H -3.53 -1.24 2.09 0.087
H -1.83 0.98 3.35 0.046
C -3.50 -3.13 -1.40 -0.079
C -0.21 3.54 1.03 -0.156
H 2.81 2.50 4.36 0.105
C -0.61 -2.96 2.61 -0.384
C 6.26 -0.40 3.08 -0.098
N 0.47 4.51 1.64 0.049
H -4.67 -3.92 -3.02 0.100
H -4.19 -0.23 3.34 0.103
H -2.06 3.22 -2.32 0.081
Y 0.79 0.93 -1.24 1.328
H -6.91 3.78 -1.55 0.102
N 1.69 4.67 1.10 0.154
C 5.65 0.65 2.40 -0.002
C -5.84 3.66 -1.71 -0.087
H 3.14 -1.45 5.97 0.105
H 4.08 -2.94 2.41 0.122
C 3.94 4.33 -0.82 -0.052
S 1.51 -1.65 -2.48 0.500
C 1.48 1.03 3.54 -0.150
O 0.41 -1.41 -1.52 -0.420
C 1.00 -2.89 -4.80 -0.050
C -3.83 0.82 1.53 -0.381
C 3.58 2.33 -2.55 -0.067
O -1.15 1.61 -5.04 -0.275
C 0.78 -1.70 -4.12 -0.202
C 3.92 -0.90 1.75 -0.224
O -1.13 0.60 -2.80 -0.476
C 4.48 0.37 1.74 -0.223
H -3.20 -4.11 -1.04 0.104
O 0.84 1.59 -3.62 -0.387
C 4.74 3.10 -2.54 -0.079
H -4.51 0.35 -2.73 0.096
H 4.07 5.14 -0.11 0.121
C -0.18 -2.07 -6.72 -0.058
H -2.37 -2.09 0.08 0.057
O 2.76 -0.89 1.04 0.043
C -3.41 -0.73 -1.23 -0.371
B 2.56 0.43 0.55 -0.529
C -0.82 -5.69 3.13 -0.090
C -3.82 4.33 -2.82 -0.079
H -1.20 3.23 1.31 0.108
H 0.19 5.08 2.42 0.166
C -2.06 -0.08 3.20 -0.388
N 0.52 3.06 0.04 0.052
Sb -0.38 -0.90 2.08 1.495
```

=====

# C40H46N3O8RbS

C40H46N3O8RbS as an isolated structure (ωB97M-V/def2-TZVPD, the OMol25 dataset).

Summary:
E_LUMO	3.6129	eV
HOMO-LUMO gap	4.41	eV
HOMO	-0.79	eV
max |F|	0.94	eV Å⁻¹
net charge	-2
ΔE to the lowest compared entry with this formula, charge and spin	5.2	kcal/mol

XYZ file:
```
99
Properties=species:S:1:pos:R:3:lowdin_charge:R:1
C -1.69 -4.05 1.64 -0.273
H -0.61 -3.80 -0.76 0.055
H 1.75 3.72 -0.89 0.100
H 4.00 4.17 -0.35 0.110
H -4.49 -2.12 1.29 0.042
H 1.51 -1.98 3.14 0.062
C 5.53 1.52 1.11 -0.102
C 1.66 -1.81 -1.80 -0.289
C 2.00 2.97 3.13 -0.263
C -3.93 3.28 -3.78 0.072
H -2.10 -1.18 -4.08 0.056
C -2.48 -0.64 2.96 -0.073
C -4.10 -3.06 1.68 -0.068
C -2.61 -3.02 1.91 -0.264
C 3.32 3.37 3.34 -0.065
C -1.90 -1.95 2.50 -0.329
C 3.04 2.31 0.12 -0.268
C -5.15 2.64 -3.56 -0.161
C 0.04 -3.85 -1.65 -0.054
H 0.23 4.12 2.71 0.088
C 3.65 1.56 4.89 -0.097
H 1.27 -4.48 0.97 0.049
H 1.96 0.28 5.18 0.096
H 0.73 0.85 -4.87 0.070
H 0.66 -0.51 2.67 0.031
C 0.54 -1.48 3.18 -0.068
C -1.68 -1.98 -3.46 -0.066
C 4.46 0.64 1.15 -0.060
O -1.49 4.27 -4.32 0.045
C 1.52 1.86 3.82 -0.041
C 0.47 -2.49 -2.13 -0.328
C 2.77 -2.33 -0.93 -0.063
H 1.30 2.02 -1.13 0.083
H -0.51 -4.39 -2.43 0.069
C -1.99 -5.41 1.07 -0.081
H -2.51 -0.55 4.06 0.065
C 0.40 -0.44 -3.15 -0.292
H 2.54 1.38 -2.90 0.060
H -1.89 0.23 2.61 0.047
H 3.73 -1.88 -1.18 0.060
H 3.56 0.33 -1.92 0.049
C -2.85 2.98 -3.00 -0.057
H 0.66 -5.49 2.28 0.061
H 2.40 0.33 0.64 0.111
C 0.84 -4.45 1.98 -0.066
C 1.63 -0.54 -2.44 -0.282
C 1.11 3.73 2.19 -0.259
H -3.50 -0.50 2.60 0.060
C -5.28 1.71 -2.53 0.075
N -4.43 0.41 -0.71 -0.326
C 2.34 1.16 4.68 -0.071
C 4.14 2.68 4.22 -0.100
H 0.50 1.52 3.65 0.104
C -4.19 1.37 -1.78 -0.047
H 2.89 -3.42 -1.05 0.060
C 3.22 1.03 0.65 -0.032
C -2.85 1.93 -1.97 -0.300
H -6.24 1.26 -2.32 0.130
H -4.66 -3.29 2.60 0.064
N -6.28 2.97 -4.37 -0.375
C 1.71 2.74 -0.41 -0.266
C -0.55 -2.33 2.59 -0.301
H 4.30 1.00 5.55 0.094
H -3.84 4.03 -4.55 0.128
C 2.82 0.34 -2.72 -0.073
C 5.37 2.79 0.56 -0.104
H -1.69 -2.89 -4.07 0.064
O -1.85 1.57 -1.36 -0.078
H -1.20 -5.75 0.39 0.056
H -2.10 -6.19 1.84 0.061
H 6.21 3.47 0.51 0.093
H 0.36 -1.24 4.24 0.067
C -0.31 -1.64 -2.95 -0.334
H 4.58 -0.35 1.55 0.110
Rb -0.89 -0.64 -0.16 1.054
H -4.37 -3.84 0.95 0.055
C 4.13 3.18 0.08 -0.062
H 1.64 4.58 1.75 0.093
O -7.34 2.39 -4.16 0.036
O -6.15 3.81 -5.25 0.032
S 0.37 2.76 0.81 0.968
H 2.60 -2.16 0.14 0.062
H 6.50 1.21 1.49 0.094
H 0.02 1.66 -3.48 0.050
C 0.03 0.72 -4.03 -0.059
H -2.92 -5.41 0.49 0.054
H 3.35 0.02 -3.63 0.072
N -1.66 3.78 -3.21 -0.353
H 1.62 -4.07 2.64 0.053
H -0.96 0.59 -4.47 0.060
H 3.71 4.22 2.80 0.105
O -0.91 3.97 -2.27 0.069
H 5.17 2.99 4.35 0.096
O 0.28 1.36 1.29 -0.638
H 0.90 -4.47 -1.37 0.059
H -2.41 -2.16 -2.65 0.067
O -5.54 0.37 -0.21 0.064
C -0.42 -3.63 2.07 -0.264
O -3.51 -0.30 -0.36 -0.039
```

=====

# C28H29BN7PTi

C28H29BN7PTi as an isolated structure in a non-equilibrium geometry (ωB97M-V/def2-TZVPD, the OMol25 dataset).

Summary:
E_LUMO (spin up / spin down)	0.6757 / 0.6598	eV
HOMO-LUMO gap (spin up / spin down)	5.19 / 8.93	eV
HOMO (spin up / spin down)	-4.51 / -8.27	eV
max |F|	6.13	eV Å⁻¹
2S+1	3
ΔE to the lowest compared entry with this formula, charge and spin	1.5	kcal/mol

XYZ file:
```
67
Properties=species:S:1:pos:R:3:lowdin_spin:R:1
C -0.08 2.24 5.24 0.001
H -2.14 1.94 1.94 0.000
H 3.13 1.31 -2.88 0.001
C -1.78 -2.73 -0.17 0.034
H -3.96 3.13 -3.56 0.000
N -2.80 0.10 -3.25 0.029
N -1.95 0.80 -2.40 0.019
C -0.30 1.40 2.95 0.014
Ti -0.47 -0.28 -1.62 1.526
H 0.18 -3.29 4.62 0.000
C 4.29 3.05 1.39 0.000
N -2.57 -2.24 -2.17 0.022
H 1.29 -4.82 3.00 0.000
C -1.32 2.87 5.12 0.000
C -1.14 -2.21 -5.44 0.002
C 3.23 0.90 1.74 0.000
C 0.81 -1.07 2.13 0.005
C 1.48 -1.91 1.23 0.013
C 0.80 -1.59 -4.54 0.012
C -3.20 -3.35 -1.77 0.028
P 0.46 0.57 1.49 0.035
C 0.43 1.51 4.16 0.003
N -0.01 0.41 -0.05 0.000
C 0.23 -2.20 -5.68 0.000
H -4.34 0.60 -4.58 0.003
C -1.55 2.02 2.86 0.000
H 3.29 -0.16 1.98 0.000
H 2.10 -3.93 0.80 0.000
C 0.54 -2.91 3.66 0.002
H 5.20 3.64 1.33 0.000
H -3.65 -1.81 -4.11 0.000
C 3.04 3.66 1.24 0.000
H -3.90 -3.82 -2.44 0.003
C 1.17 -3.76 2.75 0.002
H -1.99 -2.59 -6.01 0.001
H 0.51 2.32 6.15 0.000
H 2.03 2.34 -1.91 0.003
N -1.65 -1.86 -1.21 0.021
H 3.61 1.87 -1.23 0.001
H 5.35 1.19 1.79 0.000
H -1.21 -2.55 0.73 0.002
N -0.17 -1.24 -3.66 0.041
C -2.05 2.75 3.93 0.000
H -3.05 -4.52 0.11 0.000
C 1.63 -3.26 1.53 0.003
H 1.84 -1.37 -4.31 0.004
C 2.00 1.51 1.52 0.001
H -3.01 3.26 3.86 0.000
H 2.97 4.73 1.05 0.000
H -1.70 3.44 5.97 0.000
B -2.68 -1.43 -3.49 0.008
H 0.90 3.35 1.21 0.000
C -2.36 2.11 -2.41 0.042
C 0.34 -1.57 3.35 0.002
C 4.39 1.68 1.66 0.000
H 1.40 1.02 4.25 0.000
H -1.90 2.84 -1.76 0.003
C 2.78 1.54 -1.87 0.022
H -0.17 -0.91 4.06 0.000
C 1.89 2.89 1.30 0.000
H 2.34 0.64 -1.42 0.020
H 0.72 -2.58 -6.56 0.000
C -3.43 2.24 -3.31 0.005
C -2.73 -3.69 -0.50 0.004
H 1.87 -1.51 0.29 0.014
N -1.36 -1.64 -4.24 0.011
C -3.66 0.95 -3.83 0.035
```

=====

# C21H28NO4P

One molecule with the formula C21H28NO4P in a non-equilibrium geometry (ωB97M-V/def2-TZVPD, the OMol25 dataset).

Summary:
E_LUMO	0.6350	eV
HOMO-LUMO gap	8.37	eV
HOMO	-7.73	eV
max |F|	1.18	eV Å⁻¹
ΔE to the lowest compared entry with this formula, charge and spin	0.0	kcal/mol

XYZ file:
```
55
Properties=species:S:1:pos:R:3:nbo_charge:R:1
C 1.00 1.48 1.56 -0.254
C 0.29 2.33 -0.57 -0.272
H 4.60 -1.62 -3.85 0.210
H -1.55 -1.20 -1.03 0.229
C 3.11 -0.89 -2.46 -0.111
H 2.19 1.04 -2.75 0.219
H 0.21 3.12 -1.30 0.212
C -5.86 -1.61 3.75 -0.620
H 3.88 1.13 -2.24 0.212
O 0.26 -3.68 -1.45 -1.079
C -0.25 1.09 -0.87 -0.201
H -0.78 4.83 0.04 0.213
C -4.60 -1.74 2.95 -0.058
H 2.30 -0.06 -0.62 0.197
H 5.27 -1.04 -2.32 0.213
O 1.52 3.70 1.05 -0.494
H -0.74 0.94 -1.82 0.220
H -0.20 5.73 1.45 0.217
C -2.22 -2.00 1.47 0.153
H -5.64 -1.65 4.81 0.215
H -4.23 -3.76 3.55 0.208
C -2.71 -3.06 2.24 -0.236
H -2.16 -3.99 2.26 0.208
H 3.73 -1.07 -0.37 0.200
C 2.81 -0.97 -0.95 -0.061
H -0.04 6.43 -0.17 0.216
C 3.17 0.59 -2.87 -0.607
H -6.36 -0.67 3.53 0.212
H 1.91 -1.22 -4.25 0.202
C 1.38 4.87 0.27 -0.062
C 0.46 0.25 1.26 -0.186
H -0.72 -3.10 0.68 0.406
P 0.58 -2.27 -1.27 2.372
H -4.65 0.24 2.15 0.205
H -2.59 0.03 0.88 0.208
C -2.94 -0.81 1.45 -0.228
O 0.72 -1.38 -2.62 -0.803
C -0.16 0.04 0.03 -0.088
O 2.03 -2.10 -0.60 -0.807
C -4.11 -0.69 2.18 -0.205
C -0.70 -1.32 -0.33 -0.411
H 1.62 4.67 -0.78 0.168
H 3.48 0.68 -3.91 0.210
H 0.53 -0.56 1.96 0.237
H 2.18 -2.68 -3.27 0.196
H 1.49 1.66 2.51 0.227
C 0.00 5.50 0.41 -0.639
C 4.44 -1.58 -2.77 -0.605
H 4.44 -2.60 -2.38 0.218
C 1.99 -1.60 -3.23 -0.076
C -3.87 -2.93 2.97 -0.190
N -1.02 -2.14 0.80 -0.616
C 0.92 2.54 0.65 0.299
H 2.14 5.55 0.67 0.195
H -6.54 -2.43 3.52 0.214
```

=====

# C36H72O26S5

A 13-piece molecular cluster, C36H72O26S5 overall in a non-equilibrium geometry (ωB97M-V/def2-TZVPD, the OMol25 dataset).

Summary:
E_LUMO	0.3095	eV
HOMO-LUMO gap	10.34	eV
HOMO	-10.03	eV
max |F|	3.89	eV Å⁻¹

XYZ file:
```
139
Properties=species:S:1:pos:R:3:lowdin_charge:R:1
C -2.50 -3.92 2.04 -0.216
C 4.25 0.90 5.92 -0.224
O -2.61 -1.18 -4.94 -0.139
H 2.26 0.19 6.46 0.098
C -2.70 5.40 -2.29 -0.213
H -3.48 -0.89 -4.67 0.024
H 3.51 1.03 -0.73 0.074
O -0.26 0.16 5.29 -0.341
O -0.97 0.68 -0.46 0.016
C 3.27 -0.15 6.37 -0.207
H -2.77 -4.29 1.01 0.123
C 3.20 -1.25 5.24 -0.166
H 5.24 0.52 6.04 0.095
O 2.08 -3.67 0.11 0.051
H 3.76 -1.19 0.09 0.120
H 2.01 -0.09 3.92 0.078
C 2.37 -0.18 -3.45 -0.625
H -1.53 -5.56 3.15 0.115
H -1.78 3.55 -1.50 0.096
C 4.64 -0.17 -3.84 -0.076
H -3.34 3.36 -2.50 0.104
O -3.18 -3.91 5.79 -0.123
C -5.26 0.54 -0.03 -0.146
O -0.28 2.76 -3.54 -0.337
C 3.04 -0.43 3.94 -0.225
H 4.31 3.05 1.18 0.090
C -0.91 5.38 -4.09 -0.198
H -1.85 2.26 1.40 0.098
H 3.06 -3.56 -1.70 0.138
H -6.41 -1.45 -2.58 0.077
C -2.42 3.91 -2.29 -0.224
H 1.06 2.35 4.48 0.058
C -6.01 -0.79 -3.33 -0.173
C -1.61 0.32 -1.76 -0.032
H 0.17 5.43 -4.16 0.095
H 5.14 2.50 -0.29 0.122
H -2.17 3.21 2.88 0.122
C 3.89 4.25 -0.49 -0.246
H 0.60 1.95 2.31 0.105
H -1.73 -3.31 -5.78 0.107
H -2.17 -1.89 -1.55 0.138
C 1.08 -3.15 -4.40 -0.522
H 1.20 3.14 -0.57 0.122
O 5.30 0.94 3.43 -0.327
H 4.04 1.88 6.36 0.117
H -1.79 -3.29 -3.51 0.124
O -4.64 -0.69 -3.27 -0.117
O -1.97 1.90 5.75 -0.327
H -4.35 -0.68 -2.36 0.040
H -6.31 0.43 -0.45 0.100
O 2.51 -4.34 2.21 0.147
H 5.30 -1.02 -3.76 0.134
H 2.32 -1.86 5.29 0.104
H -4.78 1.43 -0.46 0.077
H -2.21 0.57 -6.14 0.056
H 4.20 -1.78 5.22 0.137
H 4.81 4.79 -0.76 0.121
S -1.42 3.66 -3.78 0.714
C -0.48 -3.81 3.48 -0.186
C -0.87 -3.78 -5.35 -0.131
C 2.78 -2.88 -0.87 -0.104
C -2.14 -0.48 -6.13 -0.099
O 3.17 2.18 3.96 -0.348
C 3.07 1.86 -0.21 -0.165
C -0.09 2.72 2.74 -0.173
H -2.68 0.51 -1.62 0.103
C -0.13 -0.29 -0.03 -0.634
H -1.06 0.91 -2.50 0.096
H -3.19 -3.05 5.41 0.024
S 2.95 3.80 -1.91 0.654
O 3.95 -2.84 1.20 0.033
O 0.32 -3.70 -3.38 0.044
O 2.49 0.10 -4.71 0.093
O -2.98 -1.81 3.57 -0.295
H -3.48 -3.78 7.83 0.053
C -1.30 -1.21 -1.79 -0.065
H -3.81 -0.63 0.30 0.033
O -4.46 -0.55 -0.40 -0.154
H 4.92 -2.33 -0.55 0.116
H 0.06 3.71 2.33 0.110
C -1.93 1.12 3.28 -0.207
H -0.21 -1.46 3.53 0.117
H -2.13 -2.94 7.30 0.075
C 0.07 2.67 4.25 -0.230
H 0.53 -4.09 3.53 0.070
H -2.55 -1.03 -6.96 0.070
H 0.13 -2.33 2.05 0.077
H 3.62 -0.58 7.29 0.110
C 4.21 2.92 0.12 -0.184
H -0.80 -1.58 -2.70 0.098
C 3.92 -0.02 -5.13 -0.046
S -2.23 -2.19 2.40 0.692
O -2.38 -1.43 1.18 -0.315
C -1.28 -4.71 2.53 -0.189
H -0.80 -3.85 4.50 0.097
C -2.71 -3.84 7.13 -0.148
O 0.59 -0.21 0.92 0.118
H -0.64 -4.99 1.65 0.131
O -2.37 3.31 -4.84 -0.346
H -0.27 3.50 4.77 0.090
H 2.53 1.45 0.66 0.092
H -5.42 0.60 1.05 0.088
H 2.14 -2.09 -1.28 0.104
C 3.96 -2.26 -0.10 -0.108
C 2.81 -3.67 1.28 -0.510
H -0.74 -4.69 -5.96 0.135
H -1.06 -0.65 -6.25 0.078
O 3.91 3.12 -2.77 -0.330
O 2.18 4.90 -2.43 -0.325
H -1.49 0.36 2.66 0.050
H -3.48 -4.11 2.60 0.125
O 1.33 -0.23 -2.87 0.145
C 2.00 2.52 -1.11 -0.225
S 4.03 1.03 4.15 0.684
C -0.98 -3.98 -3.89 -0.135
H -2.93 5.80 -1.30 0.120
H 5.05 0.77 -3.63 0.097
O 2.18 -2.78 -4.45 0.191
H -2.96 0.98 3.47 0.089
O 3.57 -0.42 -2.86 0.032
H -1.13 -5.00 -3.54 0.137
S -0.97 1.36 4.86 0.714
C -1.41 6.04 -2.82 -0.237
H -6.41 -1.16 -4.29 0.095
H 4.16 0.90 -5.62 0.130
H 1.36 1.96 -1.87 0.099
O 0.29 -2.93 -5.50 0.055
H -1.56 7.12 -2.87 0.113
H -1.44 5.76 -4.98 0.114
H -3.54 5.57 -2.95 0.115
O -0.28 -1.38 -0.74 0.035
H 3.94 -0.93 -5.76 0.138
H -6.51 0.16 -3.13 0.074
H 3.19 4.89 0.04 0.107
C -1.60 2.34 2.47 -0.204
C -0.54 -2.36 2.88 -0.203
H -1.93 -4.61 7.28 0.088
H -0.60 5.91 -2.07 0.121
H 3.30 -0.96 3.03 0.095
```

=====

> Among the records above, which one has the highest max |F|?

C28H29BN7PTi

=====

> The lowest max |F| belongs to which entry?

C45H39BN5O8S2Sb2Y